Density functional theory data (ωB97M-V with the def2-TZVPD basis set) for a cluster of 2 separate species, C5H12O3 in total in a non-equilibrium geometry.

```
20
Properties=species:S:1:pos:R:3:forces:R:3:mulliken_charge:R:1
C -0.242553 0.860822 -2.273914 1.0 0.5 0.0 -1.030
C -0.919376 1.055477 -0.950039 -0.7 -0.5 0.7 -0.571
C -0.779206 -0.159867 -0.012887 -0.4 0.1 -0.3 -0.442
C 0.612852 -0.496939 0.484400 0.7 0.9 -0.7 -0.492
C 1.180268 -1.849232 0.156807 -0.7 -0.6 0.4 0.484
O 0.552577 -2.789264 -0.247165 0.2 0.0 -0.4 -0.551
O 2.469362 -1.912026 0.521131 0.9 0.7 0.2 -0.454
H -0.670899 0.000122 -2.772295 0.0 -0.1 -0.3 0.301
H 0.832367 0.701083 -2.123774 -0.1 -0.4 0.0 0.264
H -0.235538 1.733681 -2.926871 -0.5 0.0 -0.1 0.350
H -1.999812 1.097559 -1.052072 -0.3 0.2 -0.5 0.319
H -0.708144 1.986483 -0.430544 0.6 0.2 0.0 0.327
H -1.243830 -0.992141 -0.543871 0.2 -0.3 0.2 0.399
H -1.417168 0.069274 0.822854 -0.2 -0.2 0.5 0.312
H 1.299858 0.253720 0.070198 0.1 -0.2 0.0 0.348
H 0.739600 -0.369917 1.555273 -0.2 -0.1 0.2 0.085
H 2.946179 -2.725106 0.310115 -0.7 -0.3 -0.2 0.345
O -1.060833 0.912676 3.205761 -0.3 -0.3 0.1 -0.634
H -0.109524 0.785123 3.174791 0.0 0.3 0.0 0.325
H -1.246182 1.838471 3.032104 0.2 0.1 0.0 0.315
```
Forces are in eV/Å.

As for the max |F|: 1.31 eV/A. The energy is -423.4381 hartree. As for the HOMO energy: -10.48 eV. Its gap between HOMO and LUMO is 11.09 eV. Its SMILES is CCCCC(=O)O.O. Its spin multiplicity is 1. For the molar mass, the calculation gives 120.15 Da. Its energy above the lowest of the compared OMol25 structures with the same formula, charge and spin is 9.9 kcal/mol. Its LUMO energy is 0.61 eV.